{
  "formula": "C78H184N12O17",
  "method": "ωB97M-V with the def2-TZVPD basis set",
  "gap_ev": 8.30,
  "multiplicity": 1,
  "smiles": "CC1(C)CCCC(C)(C)N1O.CC1(C)CCCC(C)(C)N1O.CC1(C)CCCC(C)(C)N1O.CC1(C)CCCC(C)(C)N1O.COC[C@H](C)N.COC[C@H](C)N.COC[C@H](C)N.COCCNCCOC.COCCNCCOC.COCCNCCOC.COCCNCCOC.COCCNCCOC",
  "e_tot_ev": -136540.7386,
  "total_charge": 0,
  "homo_energy_ev": -7.7,
  "relative_energy_kj_mol": 0.00,
  "elements": ["C", "O", "C", "C", "N", "C", "C", "O", "C", "H", "H", "H", "H", "H", "H", "H", "H", "H", "H", "H", "H", "H", "H", "H", "C", "O", "C", "C", "N", "C", "C", "O", "C", "H", "H", "H", "H", "H", "H", "H", "H", "H", "H", "H", "H", "H", "H", "H", "C", "O", "C", "C", "N", "C", "C", "O", "C", "H", "H", "H", "H", "H", "H", "H", "H", "H", "H", "H", "H", "H", "H", "H", "C", "O", "C", "C", "N", "C", "C", "O", "C", "H", "H", "H", "H", "H", "H", "H", "H", "H", "H", "H", "H", "H", "H", "H", "C", "O", "C", "C", "N", "C", "C", "O", "C", "H", "H", "H", "H", "H", "H", "H", "H", "H", "H", "H", "H", "H", "H", "H", "C", "C", "C", "O", "C", "N", "H", "H", "H", "H", "H", "H", "H", "H", "H", "H", "H", "C", "C", "C", "O", "C", "N", "H", "H", "H", "H", "H", "H", "H", "H", "H", "H", "H", "C", "C", "C", "O", "C", "N", "H", "H", "H", "H", "H", "H", "H", "H", "H", "H", "H", "C", "C", "C", "C", "C", "C", "N", "O", "C", "C", "C", "H", "H", "H", "H", "H", "H", "H", "H", "H", "H", "H", "H", "H", "H", "H", "H", "H", "H", "H", "C", "C", "C", "C", "C", "C", "N", "O", "C", "C", "C", "H", "H", "H", "H", "H", "H", "H", "H", "H", "H", "H", "H", "H", "H", "H", "H", "H", "H", "H", "C", "C", "C", "C", "C", "C", "N", "O", "C", "C", "C", "H", "H", "H", "H", "H", "H", "H", "H", "H", "H", "H", "H", "H", "H", "H", "H", "H", "H", "H", "C", "C", "C", "C", "C", "C", "N", "O", "C", "C", "C", "H", "H", "H", "H", "H", "H", "H", "H", "H", "H", "H", "H", "H", "H", "H", "H", "H", "H", "H"],
  "positions_angstrom": [[1.352160, -3.779177, -1.649963], [1.195140, -3.534427, -0.265113], [-0.171640, -3.529227, 0.046427], [-0.331540, -3.289517, 1.492977], [0.161180, -4.298287, 2.347507], [0.041560, -3.879017, 3.779877], [0.587150, -4.897447, 4.878007], [0.171620, -4.611927, 6.231417], [0.662780, -3.391207, 6.790727], [0.781030, -3.087307, -2.269013], [1.141700, -4.801267, -1.964823], [2.377430, -3.625197, -1.986443], [-0.638040, -4.502227, -0.107973], [-0.793360, -2.822047, -0.502633], [-1.388710, -3.151457, 1.719727], [0.112300, -2.304017, 1.634047], [1.110230, -4.461057, 2.042707], [-1.013460, -3.716037, 4.000057], [0.677750, -2.994057, 3.794107], [1.677140, -4.894737, 4.880047], [0.204880, -5.860197, 4.538747], [0.307910, -2.672087, 6.052457], [1.743850, -3.273767, 6.716017], [0.225340, -3.082647, 7.740227], [5.834880, -0.909127, 7.048257], [5.360520, -1.073577, 5.729077], [4.100630, -1.790497, 5.672297], [3.026020, -0.673857, 5.307517], [3.457110, -0.048917, 4.113547], [2.628560, 1.099373, 3.815107], [3.370320, 2.043663, 2.842917], [2.612330, 3.154793, 2.474897], [2.930900, 4.271883, 3.380037], [6.774960, -0.379657, 6.893297], [6.111130, -1.804617, 7.604907], [5.195290, -0.323367, 7.708497], [3.863850, -2.487777, 6.475927], [4.065090, -2.449947, 4.805137], [3.017730, 0.029113, 6.140507], [2.005780, -1.047987, 5.222437], [4.458470, 0.081893, 4.129637], [2.252250, 1.684693, 4.654087], [1.700720, 0.764653, 3.351237], [3.427240, 1.536723, 1.879657], [4.415350, 2.270083, 3.054467], [3.652020, 4.964963, 2.946787], [3.284440, 3.909443, 4.345317], [2.070600, 4.848463, 3.719937], [-11.081690, 2.797583, -3.424993], [-9.769070, 2.768793, -2.924733], [-8.789990, 3.052523, -3.917383], [-7.360320, 2.995293, -3.258043], [-7.022160, 1.635533, -2.849883], [-5.753920, 1.647923, -2.136693], [-5.590510, 0.436853, -1.208403], [-6.628670, 0.416983, -0.233843], [-6.653120, -0.781697, 0.580567], [-11.303000, 2.071953, -4.207673], [-11.229970, 3.725983, -3.976533], [-11.861870, 2.799533, -2.663803], [-8.986470, 4.062473, -4.277233], [-8.762770, 2.461353, -4.832743], [-7.500490, 3.482573, -2.293153], [-6.641770, 3.497793, -3.905563], [-7.800890, 1.564453, -2.210643], [-5.632330, 2.567473, -1.564203], [-4.982480, 1.539433, -2.899063], [-4.609500, 0.503543, -0.737993], [-5.595900, -0.437717, -1.858943], [-5.849640, -0.962097, 1.294697], [-6.900960, -1.665937, -0.006623], [-7.531260, -0.664467, 1.215567], [3.736300, -3.063057, 2.085577], [3.032190, -4.091207, 2.734387], [3.734060, -5.375247, 2.754747], [4.074510, -5.881607, 1.393607], [3.046340, -5.985947, 0.357357], [1.925660, -6.908967, 0.626537], [2.259090, -8.391747, 0.782477], [2.721780, -8.794757, 2.103317], [2.997420, -10.204387, 2.058947], [4.773260, -2.995227, 2.414507], [3.238280, -2.157357, 2.431667], [3.642330, -3.180747, 1.006027], [3.132820, -6.058707, 3.354337], [4.647820, -5.266967, 3.339057], [4.537960, -6.854217, 1.558957], [4.920960, -5.290847, 1.043447], [2.543960, -5.110047, 0.379987], [1.272190, -6.691117, -0.218223], [1.369750, -6.647277, 1.526867], [2.935440, -8.634757, -0.037033], [1.306260, -8.867157, 0.549667], [2.091120, -10.776967, 1.861797], [3.355410, -10.561657, 3.024507], [3.739450, -10.569197, 1.348737], [2.989430, -4.735597, -4.787563], [2.205640, -3.498097, -4.823503], [2.711010, -2.606807, -5.815593], [2.075830, -1.266097, -5.852433], [0.628590, -1.510387, -5.895303], [-0.189860, -0.430807, -5.236033], [-0.131900, 0.841223, -6.043773], [-1.243320, 1.636053, -5.655803], [-1.594500, 2.738203, -6.471503], [2.641280, -5.500837, -4.093813], [3.914900, -4.472197, -4.275473], [3.346250, -5.152867, -5.729193], [2.663150, -3.061627, -6.805013], [3.776620, -2.484247, -5.621763], [2.310420, -0.680067, -6.741053], [2.380520, -0.682977, -4.983393], [0.631470, -2.311917, -5.280783], [-0.066490, -0.317347, -4.159003], [-1.230390, -0.723587, -5.376293], [-0.311350, 0.548243, -7.078213], [0.808610, 1.355443, -5.846003], [-1.521610, 2.402543, -7.505973], [-0.910710, 3.581523, -6.374743], [-2.601560, 3.087673, -6.243933], [-3.182150, 7.464883, -1.876483], [-2.090470, 6.351353, -1.816303], [-2.642850, 4.979093, -2.249863], [-1.693750, 3.988253, -1.933833], [-1.983470, 2.686443, -2.544733], [-0.822940, 6.661203, -2.547793], [-4.123270, 7.132783, -1.438183], [-3.436110, 7.898293, -2.843823], [-2.874900, 8.325683, -1.282583], [-1.769320, 6.198243, -0.786003], [-2.798200, 4.941553, -3.328083], [-3.617200, 4.790133, -1.799273], [-1.354220, 2.593813, -3.429923], [-3.021880, 2.458733, -2.785503], [-1.682720, 1.942013, -1.807533], [-0.272670, 7.368103, -2.081333], [-0.279480, 5.809993, -2.533743], [1.443210, 0.304653, -1.758093], [1.733270, 0.414403, -0.265263], [0.342170, 0.618743, 0.529687], [-0.560830, -0.431317, 0.541417], [-1.885450, 0.036683, 0.803617], [2.447690, -0.805667, 0.192947], [0.602710, 0.892933, -2.126323], [1.070580, -0.670687, -2.071053], [2.357220, 0.479543, -2.325633], [2.211780, 1.380173, -0.102743], [-0.076520, 1.572413, 0.208277], [0.448870, 0.738543, 1.607827], [-2.665710, -0.690677, 0.579457], [-2.329010, 0.853003, 0.233557], [-2.005450, 0.314053, 1.850887], [1.754290, -1.527987, 0.060447], [2.720240, -0.784407, 1.165247], [-4.070060, -0.685357, 3.823847], [-3.533920, -1.495697, 5.026297], [-2.658960, -0.753337, 6.086647], [-1.423920, -0.476837, 5.480897], [-0.578640, 0.068923, 6.393367], [-4.708580, -2.127577, 5.598687], [-3.209190, -0.137577, 3.440507], [-4.792130, 0.051643, 4.175337], [-4.367570, -1.274997, 2.956717], [-2.919840, -2.279367, 4.582607], [-2.543410, -1.326167, 7.006757], [-3.085920, 0.221403, 6.322607], [-1.103260, 0.962613, 6.731277], [0.208380, 0.431823, 5.732307], [-0.221410, -0.632397, 7.147447], [-4.391430, -2.756077, 6.322917], [-5.061360, -2.830487, 4.964997], [3.574070, 4.406863, -0.231013], [2.332790, 5.275413, -0.709963], [2.869660, 6.645883, -1.177043], [3.482410, 6.749823, -2.596643], [2.641120, 5.965763, -3.680413], [2.168320, 4.526273, -3.200223], [1.618650, 4.622153, -1.875113], [0.910100, 3.458653, -1.454083], [0.968420, 4.330423, -4.226663], [3.221620, 3.518783, -3.494613], [1.278730, 5.521523, 0.405547], [3.301840, 3.380273, 0.014157], [3.983770, 4.832403, 0.685047], [4.380350, 4.441033, -0.963703], [2.216540, 7.496503, -0.982173], [3.757740, 6.882133, -0.590873], [4.483290, 6.355023, -2.771243], [3.632160, 7.791173, -2.881713], [3.339210, 5.799053, -4.500753], [1.813480, 6.606713, -3.984213], [1.414890, 4.218483, -5.214713], [0.430970, 3.388293, -4.118853], [0.190550, 5.075653, -4.392933], [2.941540, 2.531313, -3.127783], [3.609200, 3.612523, -4.509053], [4.084200, 3.756173, -2.871953], [1.054510, 4.590713, 0.926517], [0.290300, 5.750263, 0.007057], [1.635090, 6.282993, 1.099287], [-0.005480, 3.735793, -1.534743], [5.754540, 0.173443, 0.846847], [6.572660, 0.371223, -0.385823], [8.116380, -0.002817, -0.106773], [8.375860, -1.484357, -0.212583], [7.806080, -2.023637, -1.572083], [6.289030, -1.837597, -1.830473], [6.043940, -0.437187, -1.527133], [4.831100, 0.057083, -2.014493], [6.011220, -2.166867, -3.321773], [5.595340, -2.873197, -0.903973], [6.617180, 1.895383, -0.845523], [6.102120, 0.740903, 1.710147], [5.861770, -0.842677, 1.226447], [4.716640, 0.418763, 0.621727], [8.798920, 0.619423, -0.685613], [8.296740, 0.328283, 0.915937], [7.919310, -2.037607, 0.608137], [9.455160, -1.636747, -0.215503], [8.130290, -3.058127, -1.685233], [8.298570, -1.443167, -2.352213], [6.524750, -1.461287, -3.974873], [6.251500, -3.189267, -3.613423], [4.962840, -1.947877, -3.524373], [5.748070, -2.845777, 0.174927], [4.512300, -2.841317, -1.022733], [5.924990, -3.865377, -1.212203], [6.923960, 1.933503, -1.890763], [7.263710, 2.575133, -0.290513], [5.607700, 2.306393, -0.834483], [4.214130, -0.254737, -1.348373], [-2.895940, -5.706667, -5.191993], [-3.002330, -4.528147, -4.200193], [-3.906650, -3.444737, -4.908843], [-4.508840, -2.494397, -3.891593], [-5.313340, -3.297277, -2.876513], [-4.383320, -4.133417, -1.989383], [-3.520180, -4.942797, -2.856203], [-2.807080, -5.885517, -2.194533], [-3.586920, -3.200647, -0.985043], [-5.283940, -5.067077, -1.080403], [-1.516220, -3.965467, -4.051003], [-2.084770, -6.314807, -4.791653], [-2.654800, -5.358937, -6.196503], [-3.726520, -6.411837, -5.223313], [-3.339140, -2.884017, -5.651563], [-4.732270, -3.883237, -5.469363], [-5.181700, -1.813837, -4.413313], [-3.666770, -1.878327, -3.576223], [-6.026330, -3.973587, -3.348073], [-5.903980, -2.669867, -2.208983], [-2.930060, -3.699097, -0.272173], [-2.775410, -2.690167, -1.503643], [-4.255800, -2.457527, -0.550913], [-5.647560, -5.880967, -1.707673], [-4.676100, -5.454737, -0.262883], [-6.092850, -4.557477, -0.556893], [-0.990440, -3.820177, -4.994683], [-0.851160, -4.701167, -3.598733], [-1.546620, -3.030427, -3.491653], [-3.385970, -6.642567, -2.310143], [-3.169930, 3.438753, 5.590507], [-2.720050, 4.642973, 4.789507], [-1.284340, 4.466643, 4.181327], [-1.374200, 3.793203, 2.886207], [-2.415210, 4.477853, 1.906147], [-3.799950, 4.424853, 2.501657], [-3.713500, 5.057713, 3.826117], [-4.977190, 5.290643, 4.368487], [-4.562820, 5.448773, 1.621957], [-4.413830, 3.031053, 2.526927], [-2.564100, 5.735753, 5.839907], [-4.058340, 3.593853, 6.202687], [-2.425600, 3.102853, 6.312487], [-3.401780, 2.541733, 5.016317], [-0.777220, 5.429203, 4.114867], [-0.688500, 3.862713, 4.865687], [-1.692380, 2.753483, 2.962587], [-0.364730, 3.783133, 2.475137], [-2.477880, 3.939653, 0.960357], [-2.030220, 5.478273, 1.708557], [-4.088680, 6.426383, 1.709067], [-4.640020, 5.007913, 0.628087], [-5.593110, 5.609763, 1.939257], [-3.629660, 2.301693, 2.729957], [-5.271340, 2.900173, 3.186957], [-4.729900, 2.717893, 1.531867], [-3.497410, 5.874483, 6.385607], [-2.458270, 6.722703, 5.389547], [-1.781480, 5.617773, 6.589367], [-5.142800, 6.229003, 4.251667]],
  "atomic_forces_ev_per_a": [[0.903, 0.197, -0.876], [0.073, -0.027, -0.995], [-1.174, -1.305, 0.509], [-0.874, 1.750, 0.465], [-0.225, -1.706, 1.010], [1.612, -0.683, -0.286], [-0.248, 1.283, -0.813], [-0.259, -0.790, 0.284], [-0.609, 0.573, -2.669], [-0.406, 0.022, 0.151], [-0.500, -0.224, 0.344], [0.266, 0.187, 0.582], [0.213, -0.536, -0.647], [0.529, 0.426, -0.288], [-0.339, 0.137, -0.196], [0.293, 0.326, 0.636], [0.364, -0.075, 0.831], [0.059, 0.391, -0.048], [-0.466, 0.705, 0.753], [0.137, -0.107, -0.302], [0.011, -0.227, 0.710], [-0.027, 0.852, 0.258], [0.290, -0.487, 0.582], [0.128, -0.870, 0.111], [1.079, 0.639, -0.110], [-1.014, -1.674, 0.765], [-1.158, 1.273, -1.727], [1.076, -1.664, 1.800], [-0.618, 0.118, -0.668], [0.884, 0.799, -0.949], [-0.789, -1.558, -1.625], [0.106, 2.520, 1.989], [-0.613, -0.597, 0.075], [-0.013, 0.246, 0.336], [-0.301, -0.573, -0.380], [-0.330, 0.188, -0.208], [0.247, 0.692, 0.702], [0.648, 0.019, -0.300], [-0.110, 0.333, 0.421], [0.004, -0.341, -0.172], [-0.054, 0.554, 0.066], [0.441, 0.083, 0.789], [-0.009, -0.086, -0.364], [0.223, -0.592, 0.046], [0.004, 0.188, 0.714], [0.102, -0.206, -0.167], [0.516, -0.347, -0.143], [-0.524, -0.076, -0.804], [-0.306, 0.937, -1.031], [0.249, -0.924, -0.182], [1.367, 0.754, 0.474], [-1.949, 0.223, -0.173], [-0.360, 0.255, -0.569], [-0.447, -0.975, 0.365], [-0.314, 0.549, -0.370], [0.734, -0.957, 0.374], [-1.488, 0.771, -0.171], [0.216, -0.726, 0.293], [-0.008, 0.562, 0.026], [0.516, -0.380, 0.332], [0.163, 0.416, 0.035], [-0.562, -0.819, 0.219], [0.334, 1.225, -0.169], [0.128, -0.145, 0.083], [0.150, -1.318, 0.654], [0.251, 0.300, 0.143], [0.272, 0.312, 0.092], [0.192, -0.056, 0.206], [-0.196, -0.419, 0.166], [0.635, 0.320, -0.531], [0.526, -0.120, -0.325], [-0.073, 0.218, 0.042], [-0.614, 0.159, 0.168], [0.477, -1.631, 0.595], [-0.931, 1.148, 0.755], [0.787, -0.833, -0.375], [-0.032, -0.038, 0.885], [0.733, 0.052, 0.995], [-0.485, 0.713, -0.384], [0.300, -0.484, -1.745], [-0.373, -0.185, 0.704], [0.295, -0.151, -0.088], [0.143, 0.146, -0.228], [0.267, 0.280, -0.044], [-0.436, 0.042, -0.285], [0.369, 0.192, -0.050], [-0.133, -0.319, -0.086], [-0.164, 0.290, -0.501], [0.237, 0.670, -0.483], [-0.297, -0.730, -0.012], [-0.197, 0.256, 0.227], [0.541, -0.444, 0.265], [-0.073, -0.574, 0.232], [-0.304, 0.095, -0.137], [-0.053, 0.506, 0.221], [0.187, 0.700, -0.441], [1.122, 1.407, 1.098], [-0.125, -1.228, -0.375], [2.007, -0.899, -0.584], [-1.234, 0.759, 0.155], [-0.179, 0.907, 1.322], [-0.618, -1.320, -1.194], [-0.455, 0.297, 0.334], [-0.454, 0.302, 0.956], [0.798, -0.526, -0.441], [-1.107, 0.205, -0.447], [0.461, 0.282, -0.042], [-0.833, 0.145, -0.400], [-0.334, -0.292, -0.148], [0.324, 0.130, 0.024], [0.683, -0.251, -0.067], [0.018, 0.163, 0.333], [-1.226, -0.321, 0.135], [0.586, 0.226, 0.071], [-0.146, -0.358, 0.217], [0.646, 0.101, -0.340], [0.164, 0.327, -0.490], [-0.332, 0.172, -0.339], [0.199, 0.102, 0.241], [0.032, -0.317, 0.127], [0.523, -0.069, 0.334], [0.214, 0.174, -0.261], [0.402, 0.932, -0.706], [-0.874, -1.295, -0.038], [0.952, 0.435, 0.587], [-1.518, -0.176, -0.502], [0.044, -0.255, 0.111], [0.377, -0.511, -0.366], [0.185, -0.023, 0.146], [-0.612, 0.089, 0.556], [-0.063, 0.307, -0.349], [-0.044, -0.089, 0.418], [-0.257, -0.145, -0.066], [-0.127, 0.699, 0.045], [0.162, -0.065, -0.027], [-0.106, 0.063, 0.225], [0.428, 0.005, 0.072], [-0.273, -0.659, -0.406], [-2.703, -0.526, 1.072], [1.774, 1.064, 0.775], [-2.243, -0.483, -2.075], [-0.595, -0.505, 0.411], [-0.020, 1.383, -1.074], [0.431, 0.868, 0.295], [0.371, -0.643, 0.461], [-0.166, 0.206, -0.188], [0.578, -0.245, 0.235], [-0.309, 0.023, -0.513], [1.270, 0.710, 0.314], [0.557, -0.958, 0.218], [1.112, 0.729, -0.531], [0.239, 0.032, 0.192], [0.242, -0.659, 0.173], [-0.180, 0.250, 0.160], [1.857, 0.961, 0.749], [-0.379, -0.447, -0.979], [-1.248, 0.054, -1.819], [-1.260, -2.028, -1.080], [0.977, 1.681, -0.906], [-0.178, -0.640, 1.245], [0.024, 0.341, -0.044], [-0.319, -0.210, -0.283], [-0.495, -0.297, 0.457], [0.684, 0.046, 0.089], [-0.026, -0.309, 0.066], [-0.513, 0.091, 0.360], [0.398, 0.212, 1.148], [0.753, 0.036, 0.672], [-0.044, 0.182, 0.297], [0.082, 0.087, 0.780], [-0.313, 0.305, -0.698], [-0.917, 0.753, 0.141], [0.220, -0.732, -0.949], [1.695, 0.252, -0.520], [-1.036, -1.224, -1.256], [1.000, 0.477, 1.753], [-2.273, 2.387, -2.250], [-0.357, 1.200, 1.397], [1.400, -0.101, -0.099], [0.396, -1.373, -0.467], [1.272, -0.235, 1.250], [0.303, -1.108, -0.325], [-0.111, 0.025, -0.277], [-0.045, 0.118, 0.108], [-0.157, -0.077, -0.104], [-0.543, -0.294, -0.239], [-0.141, -0.074, 0.776], [0.267, -0.340, 1.097], [-0.473, 0.160, -0.002], [-0.398, 0.092, -0.375], [-0.177, -0.363, -0.096], [0.306, 0.081, -0.166], [0.121, -0.259, 0.441], [0.334, 0.495, 0.773], [-0.146, -0.226, -0.694], [-0.459, -0.566, -0.122], [0.244, 0.062, 0.058], [0.499, -0.044, 0.311], [0.206, 0.660, -0.364], [-0.113, -0.024, 0.035], [-0.536, 0.159, 0.005], [-0.124, -0.229, 0.827], [2.406, 0.668, -1.307], [-1.817, 0.357, 0.533], [-0.599, -0.270, -1.415], [0.814, 0.721, 0.275], [1.484, -0.793, 1.542], [1.312, 0.956, -0.674], [-0.080, -0.147, 0.333], [-0.619, 1.016, 0.521], [-0.805, -0.263, -0.610], [-0.937, -1.008, -0.321], [-0.017, 0.641, -0.202], [-0.401, -0.317, -0.310], [-0.042, -0.189, 0.298], [-0.190, -0.281, -0.569], [-0.005, 0.032, 0.217], [0.118, 0.032, 0.172], [0.000, -0.326, 0.168], [-0.311, -0.146, -0.120], [0.233, -0.007, -0.166], [0.399, -0.049, 0.132], [0.047, 0.010, 0.289], [-0.212, -0.374, 0.033], [0.484, 0.593, -0.119], [-0.183, 0.016, -0.160], [-0.084, -0.152, -0.114], [0.146, -0.150, -0.007], [0.090, -0.436, 0.424], [-0.080, 0.073, 0.117], [-1.071, -0.131, 0.226], [0.522, -0.589, 1.206], [0.897, 0.605, -0.599], [-0.072, -0.444, 0.947], [-0.434, 0.113, -1.042], [1.009, 0.262, 0.828], [0.034, 0.092, 1.502], [-2.290, 2.013, -2.050], [0.989, -1.044, 0.463], [0.604, -0.175, -1.338], [1.219, 0.208, -0.481], [-0.855, -0.449, -0.212], [0.346, -0.192, -0.440], [0.037, 0.010, 0.115], [-0.510, 0.475, -0.008], [0.397, -0.160, 0.095], [0.033, -0.547, 0.079], [-0.068, 0.160, -0.065], [-0.258, 0.051, 1.013], [0.085, 0.021, -0.398], [0.014, 0.187, -0.020], [-0.879, -0.616, 0.519], [-0.375, 0.599, -0.604], [0.097, -0.119, 0.319], [-0.301, -0.067, 0.183], [0.133, -0.344, -0.184], [-0.158, 0.306, -0.499], [-0.540, 0.369, -0.411], [-0.358, -0.014, 0.694], [0.261, -0.004, 0.101], [0.374, -0.612, 0.321], [-0.115, -1.723, 0.457], [0.735, 0.212, 1.890], [-1.582, 0.141, 0.974], [-0.245, -0.419, -2.626], [1.919, -1.499, 1.073], [-0.662, 2.010, 0.365], [1.211, 1.007, -1.374], [-0.430, -0.681, 0.667], [-0.996, -0.821, 0.544], [0.364, -0.484, -0.855], [-1.025, 1.439, 0.324], [-0.144, 0.505, -0.240], [0.371, 0.220, 0.018], [0.096, 0.026, -0.418], [-0.203, 0.211, -0.185], [-0.084, -0.005, 0.246], [0.199, -0.169, 0.356], [-0.042, -0.174, -0.525], [0.349, -0.065, -0.179], [-0.488, 0.223, 0.014], [0.273, -0.167, -0.498], [0.287, 0.507, -0.325], [-0.135, -0.256, 0.165], [-0.143, -0.106, 0.554], [0.214, 0.236, 0.143], [-0.282, 0.265, -0.271], [-0.115, -0.351, 0.235], [0.498, 0.014, -0.370], [0.153, -0.420, -0.270], [0.143, 0.144, -0.033]]
}